7
Properties=species:S:1:pos:R:3 method="wB97M-V/def2-TZVPD" total_charge=-1 orbital_gap_ev=7.05
O -2.019 -0.886 0.441
H 0.871 0.374 -1.138
C 0.719 0.040 -0.088
Br 1.646 -1.798 0.107
O -1.279 1.478 0.364
H 1.272 0.663 0.604
S -1.210 0.129 -0.289